# C81H199N13O25

A 13-piece molecular cluster, C81H199N13O25 overall in a non-equilibrium geometry (ωB97M-V/def2-TZVPD, the Open Molecules 2025 dataset).

Positions of all 318 atoms, in Å:
C -16.983 -29.837 -7.955
C -17.632 -28.450 -7.801
C -16.570 -27.462 -8.023
C -16.098 -27.243 -9.519
C -17.306 -26.949 -10.369
C -18.440 -27.976 -10.182
N -18.667 -28.192 -8.745
O -19.705 -29.089 -8.591
C -19.615 -27.369 -10.825
C -18.057 -29.262 -10.957
C -18.014 -28.444 -6.323
H -16.256 -30.026 -8.804
H -17.694 -30.675 -8.049
H -16.445 -30.129 -7.092
H -16.990 -26.485 -7.720
H -15.723 -27.662 -7.382
H -15.460 -28.016 -9.962
H -15.434 -26.359 -9.564
H -17.117 -26.818 -11.477
H -17.699 -26.060 -9.932
H -19.394 -26.905 -11.792
H -20.389 -28.082 -11.041
H -20.108 -26.593 -10.204
H -18.709 -30.150 -10.865
H -18.126 -28.931 -12.052
H -17.038 -29.624 -10.871
H -18.659 -27.612 -5.990
H -17.114 -28.283 -5.772
H -18.391 -29.390 -5.947
H -19.422 -29.904 -9.002
C -21.198 -28.755 -21.426
O -20.126 -29.079 -20.575
C -20.449 -29.443 -19.248
C -19.187 -29.737 -18.394
N -18.474 -30.871 -18.892
C -17.450 -31.438 -18.069
C -16.126 -30.754 -18.127
O -15.724 -30.612 -19.429
C -14.378 -30.204 -19.464
H -20.846 -28.351 -22.355
H -21.818 -27.881 -21.149
H -21.840 -29.639 -21.548
H -21.085 -30.376 -19.142
H -21.018 -28.665 -18.670
H -19.521 -30.107 -17.349
H -18.559 -28.845 -18.296
H -18.119 -30.759 -19.820
H -17.262 -32.513 -18.344
H -17.865 -31.525 -16.978
H -15.400 -31.279 -17.462
H -16.144 -29.757 -17.614
H -14.296 -29.274 -18.935
H -14.077 -30.149 -20.530
H -13.722 -30.930 -18.996
C -10.657 -23.522 -10.436
O -10.125 -23.902 -11.662
C -10.795 -23.291 -12.765
C -10.794 -24.198 -13.906
N -11.636 -25.356 -13.662
C -11.594 -26.303 -14.725
C -10.313 -26.932 -14.970
O -10.049 -27.808 -13.861
C -8.801 -28.549 -14.043
H -11.624 -23.986 -10.205
H -10.767 -22.428 -10.333
H -9.931 -23.685 -9.659
H -10.222 -22.374 -12.947
H -11.834 -23.102 -12.443
H -9.765 -24.398 -14.193
H -11.120 -23.620 -14.766
H -11.231 -25.838 -12.905
H -12.007 -25.838 -15.611
H -12.279 -27.060 -14.399
H -9.478 -26.164 -15.025
H -10.416 -27.558 -15.921
H -9.065 -29.292 -14.885
H -8.613 -29.091 -13.103
H -7.993 -28.004 -14.353
C -24.731 -27.509 -11.140
O -24.313 -28.690 -10.478
C -25.241 -29.470 -9.741
C -24.562 -30.791 -9.348
N -23.465 -30.765 -8.381
C -23.694 -31.066 -7.020
C -24.412 -30.039 -6.147
O -25.766 -29.961 -6.626
C -26.659 -29.056 -5.977
H -25.476 -27.637 -11.856
H -23.917 -27.072 -11.641
H -25.154 -26.818 -10.336
H -26.054 -29.632 -10.454
H -25.691 -28.938 -8.875
H -24.188 -31.131 -10.317
H -25.315 -31.446 -8.988
H -22.891 -29.914 -8.480
H -22.708 -31.255 -6.570
H -24.264 -32.069 -6.893
H -23.983 -29.023 -6.192
H -24.317 -30.353 -5.131
H -26.719 -28.019 -6.340
H -26.329 -28.981 -4.920
H -27.697 -29.401 -6.026
C -16.353 -26.999 -21.028
O -16.334 -26.021 -20.005
C -16.892 -26.474 -18.775
C -17.060 -25.226 -17.895
N -15.733 -24.711 -17.683
C -15.654 -23.466 -16.942
C -15.662 -23.699 -15.447
O -16.925 -24.180 -15.002
C -16.893 -24.189 -13.576
H -15.693 -27.827 -20.762
H -15.933 -26.481 -21.919
H -17.430 -27.336 -21.242
H -16.130 -27.175 -18.339
H -17.884 -26.979 -18.863
H -17.404 -25.600 -16.964
H -17.818 -24.533 -18.236
H -15.247 -24.665 -18.543
H -16.504 -22.807 -17.105
H -14.671 -22.948 -17.143
H -15.515 -22.769 -14.905
H -14.942 -24.443 -15.198
H -17.280 -23.193 -13.286
H -15.809 -24.201 -13.343
H -17.583 -25.002 -13.225
C -18.852 -33.145 -14.131
O -19.460 -32.414 -15.133
C -20.496 -33.134 -15.755
C -21.158 -32.331 -16.884
N -22.363 -32.902 -17.446
C -22.244 -33.791 -18.590
C -23.620 -34.048 -19.197
O -24.490 -34.638 -18.318
C -25.800 -34.547 -18.849
H -19.551 -33.656 -13.491
H -18.305 -32.410 -13.507
H -18.220 -33.943 -14.488
H -21.324 -33.385 -15.078
H -20.104 -34.132 -16.157
H -20.442 -32.180 -17.696
H -21.427 -31.409 -16.379
H -22.960 -33.207 -16.660
H -21.830 -34.731 -18.292
H -21.659 -33.367 -19.372
H -23.443 -34.702 -20.037
H -23.975 -33.076 -19.505
H -25.956 -34.993 -19.821
H -26.099 -33.443 -18.951
H -26.477 -35.166 -18.219
C -20.256 -21.989 -16.043
O -20.595 -22.865 -17.123
C -20.314 -24.239 -16.830
C -20.595 -25.002 -18.112
N -22.039 -25.086 -18.280
C -22.466 -25.837 -19.423
C -23.991 -25.635 -19.533
O -24.283 -24.273 -19.685
C -25.611 -24.091 -19.239
H -20.943 -21.160 -15.888
H -19.263 -21.535 -16.191
H -20.291 -22.512 -15.099
H -20.909 -24.612 -15.942
H -19.221 -24.258 -16.524
H -20.163 -25.969 -18.037
H -20.145 -24.482 -18.975
H -22.470 -24.186 -18.194
H -22.467 -26.919 -19.213
H -22.060 -25.524 -20.377
H -24.536 -26.003 -18.639
H -24.328 -26.186 -20.404
H -26.010 -23.185 -19.691
H -25.615 -24.043 -18.114
H -26.299 -24.885 -19.454
C -12.582 -29.010 -10.693
O -11.401 -29.216 -9.947
C -11.454 -28.402 -8.789
C -10.357 -28.881 -7.864
N -10.687 -30.246 -7.540
C -9.721 -30.835 -6.604
C -8.253 -30.777 -6.937
O -8.076 -31.500 -8.154
C -6.747 -31.417 -8.640
H -13.332 -29.684 -10.405
H -12.429 -29.157 -11.766
H -12.928 -27.964 -10.546
H -12.479 -28.536 -8.352
H -11.303 -27.265 -8.974
H -10.364 -28.424 -6.878
H -9.433 -28.772 -8.319
H -10.663 -30.745 -8.410
H -10.056 -31.837 -6.458
H -9.813 -30.287 -5.622
H -7.821 -31.422 -6.105
H -7.926 -29.710 -7.003
H -6.584 -30.496 -9.251
H -6.560 -32.310 -9.247
H -6.064 -31.468 -7.815
C -9.923 -31.450 -11.268
O -10.711 -32.600 -11.059
C -11.396 -33.056 -12.292
C -12.133 -34.365 -11.958
N -13.144 -34.254 -10.971
C -13.956 -33.048 -11.092
C -14.979 -32.875 -9.995
O -14.377 -32.989 -8.741
C -13.602 -31.845 -8.392
H -10.473 -30.646 -11.790
H -9.033 -31.683 -11.926
H -9.487 -31.012 -10.254
H -10.589 -33.224 -13.044
H -11.940 -32.211 -12.741
H -11.385 -35.057 -11.629
H -12.645 -34.664 -12.871
H -12.802 -34.325 -9.980
H -14.469 -33.101 -12.083
H -13.406 -32.138 -10.989
H -15.725 -33.627 -10.012
H -15.467 -31.900 -10.154
H -14.164 -30.906 -8.347
H -12.733 -31.681 -8.978
H -13.185 -31.941 -7.402
C -21.597 -27.209 -15.792
O -20.151 -27.206 -15.802
C -19.626 -28.355 -15.119
C -18.111 -28.396 -15.374
N -17.529 -27.433 -14.493
C -16.047 -27.465 -14.533
C -15.483 -28.519 -13.623
O -15.832 -29.795 -13.958
C -15.370 -30.730 -13.007
H -21.920 -28.189 -16.101
H -21.949 -26.560 -16.551
H -22.028 -26.940 -14.876
H -20.108 -29.249 -15.436
H -19.827 -28.220 -14.005
H -17.871 -28.124 -16.379
H -17.677 -29.409 -15.158
H -17.822 -26.491 -14.841
H -15.641 -26.517 -14.223
H -15.655 -27.534 -15.550
H -15.683 -28.218 -12.641
H -14.383 -28.539 -13.807
H -15.720 -30.442 -11.983
H -14.246 -30.655 -12.931
H -15.734 -31.754 -13.219
C -14.313 -37.050 -20.061
O -15.037 -35.792 -20.159
C -14.304 -34.647 -20.342
C -13.779 -34.262 -18.959
N -14.916 -34.011 -18.109
C -14.651 -33.935 -16.666
C -13.856 -34.942 -15.837
O -12.440 -34.706 -15.945
C -11.734 -35.875 -15.598
H -14.906 -37.916 -20.070
H -13.853 -37.088 -19.012
H -13.531 -37.132 -20.799
H -15.090 -33.925 -20.634
H -13.509 -34.700 -21.111
H -13.232 -33.331 -19.105
H -13.131 -34.977 -18.433
H -15.636 -34.655 -18.261
H -15.635 -33.990 -16.270
H -14.211 -32.932 -16.407
H -14.117 -35.963 -16.154
H -14.128 -34.762 -14.756
H -12.042 -36.689 -16.219
H -12.150 -36.162 -14.595
H -10.656 -35.740 -15.584
C -21.896 -30.896 -12.915
O -22.928 -30.946 -13.807
C -23.878 -29.892 -13.705
C -24.898 -29.873 -14.898
N -24.262 -29.722 -16.251
C -25.166 -30.078 -17.274
C -24.476 -30.294 -18.660
O -25.375 -30.888 -19.621
C -24.943 -30.668 -20.944
H -22.265 -30.981 -11.916
H -21.252 -30.015 -13.109
H -21.237 -31.756 -13.107
H -23.391 -28.896 -13.755
H -24.429 -29.823 -12.744
H -25.472 -28.954 -14.754
H -25.552 -30.724 -14.932
H -23.523 -30.436 -16.385
H -25.785 -29.189 -17.430
H -25.773 -30.982 -17.015
H -23.620 -31.011 -18.544
H -24.075 -29.356 -19.062
H -25.483 -31.278 -21.643
H -23.854 -30.896 -21.040
H -25.198 -29.623 -21.297
C -12.230 -30.221 -15.411
O -11.364 -31.233 -15.806
C -11.052 -31.141 -17.181
C -10.227 -32.468 -17.491
N -9.989 -32.734 -18.876
C -10.049 -34.220 -19.080
C -9.854 -34.715 -20.520
O -10.360 -36.035 -20.492
C -10.179 -36.805 -21.658
H -11.626 -29.296 -15.247
H -12.796 -30.369 -14.523
H -13.001 -30.051 -16.122
H -10.381 -30.253 -17.373
H -11.969 -31.047 -17.815
H -10.836 -33.246 -17.040
H -9.307 -32.536 -16.870
H -9.110 -32.365 -19.238
H -10.994 -34.564 -18.732
H -9.292 -34.707 -18.473
H -8.814 -34.702 -20.793
H -10.254 -34.160 -21.320
H -10.846 -37.635 -21.557
H -9.129 -37.119 -21.901
H -10.489 -36.231 -22.577

* Kohn-Sham gap: 0.3180 Eh
* spin multiplicity: 1
* HOMO energy: -8.1 eV

Löwdin atomic charge list, values in e, 4 entries:
1. C -0.04
2. C -0.56
3. C -0.13
4. C -0.16